A gas-phase ion, C26H34F2N2O5P (charge +1), computed with the ωB97M-V functional and the def2-TZVPD basis.

Its energy is -55423.116 eV. Its net charge is +1. The SMILES is C=Cc1c(F)c(CC(=O)OC(C)=O)c(CC(=O)F)c2c([PH2]=O)c[n+](CCC(C)C)c(CCCCN)c12. Its HOMO energy is -11.75 eV. Its gap between HOMO and LUMO is 0.232 Eh.

Last column: Mulliken charge in e.
Atoms and positions in Å:
C  3.113  -0.042  3.440  -0.709
C  2.133  -1.099  2.981  -0.689
C  0.727  -0.556  2.339  0.203
C  -0.402  -0.194  3.521  0.242
F  -0.061  -0.331  4.988  -0.333
C  -1.901  0.313  3.113  -0.020
C  -2.929  0.588  4.387  -1.078
C  -2.709  2.170  4.807  0.491
O  -1.447  2.589  5.101  -0.463
O  -3.767  3.191  4.894  -0.278
C  -3.917  3.942  3.638  0.537
C  -2.728  4.208  2.522  -0.538
O  -5.141  4.440  3.310  -0.515
C  -2.323  0.515  1.509  0.911
C  -3.835  1.071  1.280  -0.661
C  -4.838  -0.220  0.926  0.503
O  -4.208  -1.420  0.844  -0.395
F  -6.311  -0.107  0.761  -0.262
C  -1.190  0.139  0.387  0.220
C  -1.540  0.247  -1.204  -0.306
P  -3.201  0.725  -2.020  0.375
O  -3.058  0.762  -3.627  -0.653
C  -0.352  -0.135  -2.318  -0.633
N  1.070  -0.561  -1.895  0.770
C  1.984  -0.875  -3.098  -0.747
C  3.017  0.336  -3.476  -0.674
C  2.315  1.768  -3.857  0.110
C  1.255  1.697  -5.122  -1.119
C  1.688  2.573  -2.532  -0.599
C  1.504  -0.694  -0.431  0.373
C  3.051  -1.141  -0.177  -0.637
C  3.268  -2.748  0.140  -0.360
C  2.510  -3.753  -0.915  -0.022
C  1.733  -5.009  -0.132  -0.262
N  0.582  -5.540  -1.002  -0.614
C  0.366  -0.374  0.749  0.364
H  4.226  -0.272  3.724  0.311
H  2.780  1.101  3.485  0.260
H  2.416  -2.239  3.153  0.385
H  -4.039  0.314  4.116  0.325
H  -2.606  -0.115  5.268  0.440
H  -3.277  4.430  1.486  0.245
H  -2.080  5.164  2.756  0.335
H  -2.063  3.240  2.313  0.148
H  -4.345  1.562  2.242  0.097
H  -3.929  1.941  0.466  0.191
H  -4.257  -0.272  -1.792  0.152
H  -3.655  2.083  -1.686  0.151
H  -0.604  -0.096  -3.485  0.395
H  1.305  -1.071  -4.054  0.577
H  2.623  -1.845  -2.946  0.168
H  3.598  -0.017  -4.458  0.444
H  3.846  0.559  -2.682  0.184
H  3.201  2.477  -4.232  0.439
H  1.665  1.020  -6.009  0.272
H  1.229  2.801  -5.575  0.358
H  0.152  1.455  -4.816  0.210
H  2.164  3.641  -2.464  0.338
H  0.499  2.584  -2.542  0.134
H  2.108  1.965  -1.596  0.024
H  3.476  -0.431  0.686  0.384
H  3.803  -0.910  -1.075  0.139
H  4.433  -2.985  0.038  0.376
H  2.959  -3.081  1.215  0.044
H  3.290  -4.197  -1.703  0.265
H  1.671  -3.237  -1.565  -0.237
H  2.469  -5.869  0.165  0.294
H  1.211  -4.500  0.805  0.129
H  0.588  -5.100  -1.949  0.224
H  0.680  -6.574  -1.123  0.270


A molecular structure, C24H23KN6O7S, computed with the ωB97M-V functional and the def2-TZVPD basis.

Its energy is -75696.697 eV. Its net charge is -2. For the energy above the lowest of the compared OMol25 structures with the same formula, charge and spin, the calculation gives 51.4 kcal per mole. Its HOMO energy is -2.39 eV. Its gap between HOMO and LUMO is 0.244 Eh.

Last column: Mulliken charge in e.
Atoms and positions in Å:
K  -1.071  -0.678  -0.028  0.909
C  3.446  -0.662  3.265  -0.980
C  2.222  -1.450  3.524  1.139
N  1.628  -1.584  4.670  -0.957
N  0.502  -2.299  4.363  0.156
C  0.368  -2.573  3.053  0.225
S  -0.892  -3.366  2.285  -0.482
N  1.514  -2.068  2.528  0.595
N  1.901  -2.043  1.186  -1.105
H  3.890  -0.367  4.213  0.352
H  3.148  0.231  2.710  0.105
H  4.156  -1.232  2.666  0.291
H  -0.218  -2.449  5.045  0.183
H  1.656  -1.098  0.866  0.434
H  1.306  -2.693  0.671  0.249
O  1.190  2.515  2.395  -0.816
C  0.866  1.689  1.530  -0.534
O  0.822  0.436  1.647  -0.436
C  -0.944  2.691  -0.245  0.584
C  -0.453  4.131  -0.556  -0.089
C  -0.585  4.552  -1.977  -0.812
C  -1.139  3.750  -2.881  -0.498
C  -1.596  2.406  -2.487  -0.332
N  -1.504  1.899  -1.332  -0.261
H  -0.954  4.844  0.103  0.524
H  -0.224  5.537  -2.265  0.362
H  -1.254  4.049  -3.917  0.342
H  -2.035  1.779  -3.266  0.373
O  -2.451  3.683  1.332  -0.827
C  -1.993  2.597  0.932  0.076
O  -2.257  1.432  1.283  -0.710
C  0.546  2.265  0.104  1.306
C  0.976  3.748  -0.065  -0.396
C  2.132  3.973  -0.974  -0.966
C  2.604  2.978  -1.724  -0.440
C  1.967  1.649  -1.668  -0.359
N  1.042  1.305  -0.876  -0.175
H  1.175  4.160  0.926  0.663
H  2.588  4.958  -1.018  0.386
H  3.446  3.115  -2.393  0.359
H  2.319  0.892  -2.371  0.458
C  4.327  -4.197  -3.795  -0.787
O  3.225  -4.377  -4.653  -0.469
C  2.000  -3.971  -4.174  1.400
C  0.927  -4.146  -5.076  -1.101
C  -0.323  -3.754  -4.669  -0.433
C  -0.596  -3.187  -3.410  0.178
C  -1.960  -2.790  -3.079  0.916
C  -3.071  -3.111  -4.085  -1.510
O  -2.298  -2.212  -2.055  -0.557
C  0.499  -3.013  -2.470  -0.913
O  0.382  -2.537  -1.320  -0.283
C  1.806  -3.437  -2.934  -0.281
H  5.200  -4.558  -4.336  0.220
H  4.212  -4.766  -2.868  0.314
H  4.467  -3.143  -3.538  0.320
H  1.112  -4.571  -6.053  0.370
H  -1.139  -3.887  -5.368  0.263
H  -3.114  -4.177  -4.315  0.385
H  -2.920  -2.571  -5.022  0.353
H  -4.011  -2.794  -3.639  0.344
H  2.610  -3.293  -2.226  0.374


2 unconnected molecules or ions with the total composition C10H10N2O2, computed with the ωB97M-V functional and the def2-TZVPD basis.

Its energy is -17605.230 eV. Its net charge is 0. For the energy above the lowest of the compared OMol25 structures with the same formula, charge and spin, the calculation gives 76.4 kcal per mole. The SMILES is O=c1cc[nH]c(=O)[nH]1.c1ccccc1. Its HOMO energy is -9.42 eV. Its gap between HOMO and LUMO is 0.350 Eh.

Last column: Mulliken charge in e.
Atoms and positions in Å:
O  0.903  6.017  -1.214  -0.583
C  1.350  4.929  -1.035  0.452
C  0.521  3.839  -0.501  -0.475
C  1.277  2.702  -0.389  0.076
N  2.559  2.599  -0.337  -0.099
C  3.456  3.524  -0.860  0.288
O  4.645  3.344  -0.893  -0.554
N  2.708  4.694  -1.222  -0.130
H  -0.632  3.762  -0.446  0.305
H  0.677  1.653  -0.443  0.176
H  2.964  1.744  0.202  0.302
H  3.125  5.590  -1.401  0.243
C  -1.917  -2.425  1.069  -0.297
C  -0.994  -2.905  0.139  -0.162
C  -1.153  -4.235  -0.416  -0.347
C  -2.303  -4.937  0.074  -0.399
C  -3.078  -4.517  1.154  -0.229
C  -2.851  -3.214  1.705  -0.237
H  -1.724  -1.468  1.511  0.308
H  -0.092  -2.082  0.059  0.111
H  -0.471  -4.792  -0.963  0.440
H  -1.986  -5.944  -0.199  0.217
H  -3.742  -5.166  1.750  0.334
H  -3.242  -2.715  2.656  0.260


A single C4H7N3 molecule, computed with the ωB97M-V functional and the def2-TZVPD basis.

Its energy is -8729.782 eV. Its net charge is 0. For the energy above the lowest of the compared OMol25 structures with the same formula, charge and spin, the calculation gives 43.8 kcal per mole. The SMILES is CC1=NN=N[C@H]1C. Its HOMO energy is -9.91 eV. Its gap between HOMO and LUMO is 0.374 Eh.

Last column: Mulliken charge in e.
Atoms and positions in Å:
C  -1.987  0.199  -0.511  -1.079
C  -0.732  -0.406  0.054  0.531
N  -0.705  -1.659  0.335  -0.333
N  0.467  -1.896  1.129  -0.374
N  1.066  -0.845  1.403  -0.151
C  0.523  0.243  0.581  0.293
C  1.737  0.407  -0.373  -1.161
H  -2.754  -0.581  -0.560  0.346
H  -2.366  0.993  0.146  0.291
H  -1.860  0.630  -1.507  0.279
H  0.351  1.182  1.120  0.376
H  2.071  -0.573  -0.734  0.321
H  2.563  0.813  0.221  0.332
H  1.526  1.060  -1.216  0.329


A single C14H19N5O molecule, computed with the ωB97M-V functional and the def2-TZVPD basis.

Its energy is -24323.788 eV. Its net charge is 0. For the energy above the lowest of the compared OMol25 structures with the same formula, charge and spin, the calculation gives 0.0 kcal per mole. The SMILES is CCn1nc(C)c(NC(=O)/C=C/c2cnn(C)c2)c1C. Its HOMO energy is -8.25 eV. Its gap between HOMO and LUMO is 0.322 Eh.

Last column: Mulliken charge in e.
Atoms and positions in Å:
C  -3.207  -3.520  0.687  -1.418
C  -3.144  -2.535  -0.470  -0.193
N  -2.546  -1.290  -0.055  0.847
N  -1.949  -1.162  1.129  -1.026
C  -1.509  0.082  1.210  0.701
C  -0.803  0.590  2.415  -1.306
C  -1.829  0.777  0.022  0.551
N  -1.590  2.120  -0.299  -0.047
C  -0.442  2.836  -0.144  0.032
O  -0.456  4.049  -0.261  -0.674
C  0.798  2.083  0.124  -0.578
C  1.123  0.930  -0.466  0.180
C  2.354  0.218  -0.249  0.557
C  3.449  0.538  0.586  -0.486
N  4.381  -0.387  0.521  -0.918
N  3.937  -1.309  -0.330  0.678
C  4.728  -2.468  -0.623  -0.844
C  2.726  -0.992  -0.820  -0.788
C  -2.499  -0.142  -0.771  -0.117
C  -3.088  0.005  -2.126  -1.835
H  -3.802  -3.108  1.496  0.342
H  -3.651  -4.453  0.352  0.414
H  -2.208  -3.710  1.066  0.348
H  -4.152  -2.328  -0.848  0.270
H  -2.555  -2.959  -1.293  0.283
H  0.272  0.432  2.322  0.165
H  -1.154  0.057  3.294  0.461
H  -0.983  1.656  2.533  0.355
H  -2.396  2.675  -0.559  0.277
H  1.500  2.594  0.767  0.339
H  0.438  0.462  -1.162  0.376
H  3.584  1.394  1.215  0.490
H  4.952  -2.523  -1.690  0.314
H  5.657  -2.382  -0.063  0.296
H  4.206  -3.378  -0.322  0.309
H  2.214  -1.622  -1.519  0.483
H  -2.816  0.974  -2.537  0.373
H  -2.720  -0.774  -2.795  0.390
H  -4.176  -0.067  -2.091  0.396


A molecular structure, C13H10Cl5MoN, computed with the ωB97M-V functional and the def2-TZVPD basis.

Its energy is -79596.467 eV. Its spin multiplicity is 3. Its net charge is 0. Its HOMO energy (spin up / spin down) is -6.80 / -8.29 eV. Its gap between HOMO and LUMO (spin up / spin down) is 0.252 / 0.274 Eh.

Last column: Mulliken spin population.
Atoms and positions in Å:
C  -1.085  0.690  -2.943  0.145
C  0.339  0.559  -2.892  -0.008
C  0.837  1.420  -1.897  -0.031
C  -0.267  2.045  -1.239  0.007
C  -1.446  1.734  -2.002  -0.141
Mo  -1.212  -0.103  -0.790  1.848
N  -2.819  0.458  -0.297  0.148
C  1.350  -2.049  -1.453  -0.015
C  2.439  -1.466  -0.929  0.045
H  1.883  1.662  -1.744  0.001
H  0.940  -0.050  -3.562  -0.003
H  -0.224  2.786  -0.442  -0.001
H  -2.397  2.246  -1.952  0.010
H  -1.751  0.231  -3.665  0.030
H  3.019  -0.730  -1.480  0.003
H  0.750  -2.734  -0.844  -0.005
H  -3.740  0.591  0.116  0.007
H  2.786  -1.736  0.067  0.003
H  1.066  -1.960  -2.502  -0.010
Cl  -1.797  -2.382  0.914  0.007
C  -0.870  -1.212  1.829  -0.078
C  -0.124  -0.293  1.108  -0.012
C  0.871  0.442  1.762  0.065
Cl  2.164  1.150  0.880  0.002
C  0.822  0.555  3.172  -0.018
Cl  1.863  1.634  3.984  -0.002
C  -0.133  -0.198  3.901  0.028
Cl  -0.284  -0.001  5.586  0.004
C  -0.945  -1.146  3.231  -0.026
Cl  -2.036  -2.143  4.086  -0.002


A gas-phase ion, C9H12FN2O4S (charge +1), computed with the ωB97M-V functional and the def2-TZVPD basis.

Its energy is -34240.723 eV. Its net charge is +1. For the energy above the lowest of the compared OMol25 structures with the same formula, charge and spin, the calculation gives 0.0 kcal per mole. The SMILES is NCCCOC(=O)c1cc[nH+]cc1S(=O)(=O)F. Its HOMO energy is -11.27 eV. Its gap between HOMO and LUMO is 0.200 Eh.

Last column: Mulliken charge in e.
Atoms and positions in Å:
N  4.347  -0.401  0.993  -0.512
C  4.013  -0.395  -0.451  -0.575
C  2.484  -0.182  -0.761  -0.427
C  1.838  1.029  0.058  -0.732
O  0.745  0.468  0.861  -0.256
C  -0.376  1.265  0.828  0.054
O  -0.384  2.458  0.875  -0.443
C  -1.734  0.453  0.751  0.730
C  -2.480  0.206  2.010  -0.387
C  -3.706  -0.587  1.884  -0.368
N  -4.147  -1.078  0.654  0.003
C  -3.478  -0.821  -0.526  -0.483
C  -2.228  -0.041  -0.541  0.226
S  -1.447  0.219  -2.158  1.259
O  -1.140  -1.097  -2.674  -0.538
O  -0.314  1.109  -2.122  -0.473
F  -2.546  0.889  -3.179  -0.224
H  3.518  -0.457  1.585  0.190
H  5.006  -1.149  1.210  0.255
H  4.318  -1.381  -0.910  0.330
H  4.625  0.401  -0.953  0.247
H  2.398  0.095  -1.847  0.266
H  1.925  -1.145  -0.628  0.289
H  1.502  1.815  -0.667  0.412
H  2.587  1.448  0.792  0.588
H  -2.130  0.601  2.995  0.465
H  -4.323  -0.827  2.785  0.388
H  -4.995  -1.648  0.622  0.300
H  -3.878  -1.244  -1.485  0.417


2 unconnected molecules or ions with the total composition C6H17NO, computed with the ωB97M-V functional and the def2-TZVPD basis.

Its energy is -10034.335 eV. Its net charge is 0. For the energy above the lowest of the compared OMol25 structures with the same formula, charge and spin, the calculation gives 28.8 kcal per mole. The SMILES is CCCCCCN.O. Its HOMO energy is -8.66 eV. Its gap between HOMO and LUMO is 0.347 Eh.

Last column: Mulliken charge in e.
Atoms and positions in Å:
C  -1.911  0.886  2.232  -0.983
C  -2.202  1.070  0.737  -0.645
C  -0.872  1.170  -0.055  -0.736
C  -0.186  -0.208  -0.212  -0.206
C  0.328  -0.494  -1.621  -1.026
C  1.583  0.179  -2.186  -0.429
N  2.865  -0.393  -1.861  -0.453
H  -0.967  1.319  2.560  0.274
H  -1.877  -0.193  2.404  0.227
H  -2.642  1.318  2.917  0.341
H  -2.789  1.979  0.609  0.328
H  -2.619  0.122  0.396  0.379
H  -0.202  1.769  0.572  0.332
H  -0.953  1.630  -1.039  0.391
H  0.638  -0.249  0.503  -0.186
H  -0.872  -1.018  0.051  0.628
H  -0.387  -0.544  -2.448  0.419
H  0.477  -1.596  -1.575  0.393
H  1.468  0.063  -3.284  0.237
H  1.626  1.261  -2.069  0.363
H  3.525  0.151  -1.355  0.170
H  2.992  -1.383  -2.018  0.169
O  0.581  -2.237  2.391  -0.588
H  1.113  -1.728  1.745  0.288
H  1.281  -2.873  2.603  0.310


Question: What is the formula in the eighth record?
Answer: C6H17NO